(1)
91
Properties=species:S:1:pos:R:3 method="wB97M-V/def2-TZVPD" max_force_ev_per_a=0.178 total_energy_ev=-71937.3826 lumo_ev=-1.131 total_charge=0
Tl 3.5666 2.5455 -1.7009
N 3.2049 2.0749 1.1270
C 3.8948 1.0367 1.7170
C 4.6766 1.3118 2.8455
C 5.4588 0.3430 3.4405
C 5.4880 -0.9385 2.9082
C 4.7099 -1.2164 1.7972
C 3.8813 -0.2706 1.1857
C 3.0643 -0.6875 -0.0004
C 2.6485 -2.0294 -0.0288
C 2.0474 -2.5773 -1.1516
C 1.8128 -1.7666 -2.2542
C 2.1444 -0.4176 -2.1831
C 2.7683 0.1811 -1.0813
H 3.0847 2.9136 1.6731
H 2.3648 1.8412 0.6181
H 4.6602 2.3191 3.2466
H 6.0563 0.5927 4.3088
H 6.1199 -1.7046 3.3380
H 4.7718 -2.2056 1.3613
H 2.8128 -2.6650 0.8338
H 1.8067 -3.6420 -1.1575
H 1.4061 -2.1706 -3.1784
H 1.9386 0.1961 -3.0581
F -0.8630 -1.2479 -5.3256
C -1.2374 -0.5341 -4.2201
C -0.5632 0.6278 -3.9736
C -0.8658 1.4066 -2.8637
C 0.0739 2.4815 -2.4530
O 1.0926 2.6823 -3.1152
C -0.3162 3.1670 -1.2417
C -1.4959 2.8595 -0.6596
N -2.3521 1.8689 -1.0466
C -3.4510 1.5270 -0.1785
C -4.8461 1.5885 -0.7301
C -4.3664 2.6298 0.2407
C -1.9810 1.0535 -2.0958
C -2.6474 -0.1482 -2.3537
C -2.2344 -1.0158 -3.3547
N -2.7785 -2.3359 -3.3546
C -2.7629 -2.9711 -2.0381
C -1.3473 -3.3238 -1.6187
N -0.7490 -4.2652 -2.6324
C -0.8560 -3.7450 -4.0436
C -2.2883 -3.2983 -4.3295
C 0.5769 4.0930 -0.4246
O 0.0067 4.9336 0.2833
O 1.8043 3.8289 -0.4664
H 0.2634 0.9226 -4.6083
H -1.7915 3.4128 0.2216
H -3.2109 0.7717 0.5632
H -5.5588 0.8491 -0.3909
H -4.9479 1.8878 -1.7644
H -4.7317 2.6042 1.2569
H -4.1646 3.6175 -0.1501
H -3.4749 -0.4288 -1.7201
H -3.3984 -3.8607 -2.0794
H -3.1793 -2.3214 -1.2758
H -1.3020 -3.8144 -0.6473
H -0.6979 -2.4471 -1.6027
H -1.2165 -5.1699 -2.5689
H 0.2356 -4.4115 -2.3985
H -0.5278 -4.5385 -4.7137
H -0.1643 -2.9135 -4.1124
H -2.9600 -4.1624 -4.2996
H -2.3311 -2.8966 -5.3358
C -0.2715 -2.2533 1.6476
C -0.5972 -1.0125 0.8409
O -1.0855 0.0140 1.7026
P -0.0985 1.3242 1.9047
O 0.9372 0.8083 3.0349
C 0.5507 0.2180 4.2821
C 1.7174 -0.6011 4.7857
O -1.2311 2.1293 2.7538
C -0.8857 3.4929 3.0973
C -2.1580 4.3010 3.1831
H 0.1387 -3.0320 1.0014
H -1.1612 -2.6306 2.1560
H 0.4851 -2.0265 2.3987
H -1.3956 -1.2128 0.1144
H 0.2790 -0.6757 0.2739
H -0.3414 -0.3960 4.1355
H 0.2941 1.0150 4.9839
H 1.9555 -1.4067 4.0894
H 1.4855 -1.0334 5.7607
H 2.6076 0.0215 4.8761
H -0.2247 3.9174 2.3356
H -0.3613 3.4783 4.0565
H -2.6430 4.3483 2.2078
H -1.9290 5.3223 3.4890
H -2.8491 3.8621 3.9043

***

(2)
87
Properties=species:S:1:pos:R:3 method="wB97M-V/def2-TZVPD" multiplicity=5 max_force_ev_per_a=0.292 total_energy_ev=-126933.7081 lumo_ev="4.052 / 4.076" total_charge=-2
Fe 0.1632 -0.2952 0.9429
C 0.2073 1.5063 3.3468
C -0.9824 0.6160 3.6922
N -1.4182 -0.1836 2.5482
C -2.1519 -1.4018 2.8741
C -0.0571 -2.6519 3.1003
S 1.1476 -2.1869 1.7466
C 2.4618 -1.4224 2.7474
C 2.0395 -0.1410 3.4809
N 1.2536 0.7597 2.6543
H 0.5716 1.9882 4.2681
H -0.1227 2.2915 2.6675
H -1.7851 1.2604 4.0765
H -0.7204 -0.0695 4.5048
H -1.9218 0.4089 1.8792
H -3.0582 -1.4251 2.2770
H -2.4514 -1.3549 3.9402
H 0.1984 -3.6397 3.4905
H 0.0715 -1.9356 3.9136
H 3.2379 -1.1953 2.0141
H 2.8817 -2.1341 3.4667
H 2.9449 0.3465 3.8698
H 1.4432 -0.4123 4.3560
H 1.8381 1.4083 2.1279
S -1.7605 -1.5195 -0.8822
P -0.2257 -0.4549 -1.6814
C 0.4788 0.7894 -0.8441
P -0.1822 2.3143 -0.4681
S -2.0062 2.4405 0.4417
C 1.0218 3.1901 0.4954
C 2.4111 2.8231 0.4586
C 3.3324 3.4256 1.2828
C 2.9626 4.4577 2.1826
C 1.6123 4.9048 2.1426
C 0.6841 4.3094 1.3285
C -0.3558 3.2676 -2.0415
C 0.5834 3.0704 -3.0558
C 0.5124 3.7825 -4.2435
C -0.4946 4.7205 -4.4379
C -1.4248 4.9359 -3.4293
C -1.3579 4.2157 -2.2437
C -0.8040 0.0311 -3.3693
C -0.0938 -0.1933 -4.5437
C -0.5338 0.3403 -5.7513
C -1.6798 1.1186 -5.7967
C -2.3913 1.3560 -4.6245
C -1.9610 0.8115 -3.4267
C 1.0895 -1.6793 -2.0765
C 0.7787 -2.9517 -2.5471
C 1.7865 -3.8622 -2.8400
C 3.1189 -3.5152 -2.6611
C 3.4353 -2.2464 -2.1875
C 2.4270 -1.3361 -1.9009
H 2.7155 2.0242 -0.2091
H 4.3678 3.0966 1.2308
H 3.6953 4.9364 2.8213
H 1.2976 5.7304 2.7759
H -0.3457 4.6498 1.3467
H 1.3527 2.3218 -2.9047
H 1.2338 3.5902 -5.0304
H -0.5582 5.2692 -5.3716
H -2.2189 5.6625 -3.5708
H -2.0986 4.3549 -1.4656
H 0.8157 -0.7834 -4.5220
H 0.0341 0.1550 -6.6574
H -2.0102 1.5530 -6.7336
H -3.2731 1.9861 -4.6423
H -2.5060 1.0050 -2.5077
H -0.2645 -3.2255 -2.6553
H 1.5286 -4.8530 -3.1994
H 3.9055 -4.2290 -2.8800
H 4.4727 -1.9688 -2.0344
H 2.6393 -0.3461 -1.5110
C -3.3912 -3.6427 1.5775
C -2.0564 -3.8767 2.2871
C -2.3251 -4.6940 3.5662
C -1.1655 -4.6742 1.3273
N -1.3929 -2.6081 2.5953
H -3.7705 -4.6044 1.2260
H -3.2530 -2.9875 0.7169
H -4.1452 -3.2163 2.2430
H -2.8325 -5.6330 3.3269
H -2.9607 -4.1261 4.2509
H -1.3964 -4.9389 4.0861
H -1.6509 -5.6187 1.0657
H -0.1932 -4.9061 1.7656
H -1.0044 -4.0855 0.4213

***

(3)
86
Properties=species:S:1:pos:R:3 method="wB97M-V/def2-TZVPD" multiplicity=5 max_force_ev_per_a=0.597 total_energy_ev=-97909.5947 lumo_ev="0.269 / 0.164" total_charge=0
Mn 0.9834 0.0399 -1.0168
C 2.4447 -2.3303 3.0462
Si 2.4660 -1.0257 1.6937
C 2.9658 0.5975 2.5158
C 3.8425 -1.4489 0.4922
C 0.7870 -0.6424 1.0195
Si -0.2134 -2.9999 -0.4711
C -0.5348 -4.2962 0.8497
C 1.5074 -3.4316 -1.0987
C -1.3659 -3.1687 -1.9491
Si -0.4603 0.2397 2.0312
C -0.8537 -0.8001 3.5374
C -0.4534 2.0017 2.6430
C -1.9424 0.5595 -0.5673
C -3.2010 1.1445 -0.7438
C -3.4271 1.9993 -1.8071
C -2.4034 2.2776 -2.7011
C -1.1879 1.6770 -2.4704
N -0.9682 0.8508 -1.4422
H 3.4664 -2.6715 3.2533
H 1.8463 -3.2091 2.7874
H 2.0375 -1.9131 3.9727
H 4.0554 0.6975 2.5683
H 2.5763 0.6690 3.5399
H 2.5733 1.4521 1.9527
H 4.7945 -1.2365 0.9907
H 3.7978 -0.8333 -0.4143
H 3.8491 -2.4971 0.1880
H 0.1981 -4.1631 1.6520
H -0.3769 -5.2961 0.4256
H -1.5282 -4.2736 1.3018
H 2.0221 -4.0928 -0.3939
H 2.1340 -2.5604 -1.2661
H 1.4348 -3.9564 -2.0557
H -2.4201 -3.3449 -1.7221
H -1.0224 -4.0033 -2.5697
H -1.3106 -2.2554 -2.5550
H -0.0391 -0.7000 4.2664
H -0.9405 -1.8584 3.2680
H -1.7796 -0.4932 4.0343
H 0.1889 2.0265 3.5330
H -1.4590 2.3023 2.9577
H -0.0770 2.7428 1.9360
H -4.0109 0.9119 -0.0688
H -4.4093 2.4367 -1.9415
H -2.5429 2.9339 -3.5497
H -0.3425 1.8470 -3.1279
C 2.9521 2.8479 -0.7377
N 2.5282 1.5918 -1.3599
C 3.0796 1.3177 -2.4993
C 2.6976 0.2118 -3.3014
C 3.1429 -0.1553 -4.5731
C 2.3494 -1.2384 -4.9611
C 1.4615 -1.4695 -3.9046
N 1.6638 -0.6054 -2.8984
C 1.8668 3.9032 -0.7027
C 0.5843 3.6047 -0.2571
C -0.4052 4.5758 -0.2213
C -0.1185 5.8733 -0.6290
C 1.1603 6.1846 -1.0696
C 2.1437 5.2039 -1.1088
H 3.7993 3.2582 -1.2899
H 3.2985 2.6494 0.2774
H 3.8633 1.9671 -2.8949
H 3.9415 0.3153 -5.1311
H 2.4013 -1.7925 -5.8865
H 0.6946 -2.2307 -3.8448
H 0.3648 2.5987 0.0649
H -1.4010 4.3188 0.1253
H -0.8870 6.6363 -0.6027
H 1.3928 7.1932 -1.3904
H 3.1382 5.4532 -1.4649
N -7.4641 -2.8798 3.2625
C -6.4811 -2.4859 2.8133
C -5.2477 -1.9909 2.2468
C -4.5136 -2.7743 1.3667
C -3.3361 -2.2881 0.8148
C -2.8438 -1.0273 1.1314
C -3.6061 -0.2569 2.0204
C -4.7863 -0.7155 2.5688
C -1.5773 -0.4126 0.5416
C -0.2762 -1.2513 0.2014
H -4.8699 -3.7630 1.1048
H -2.8049 -2.9093 0.1145
H -3.2541 0.7352 2.2946
H -5.3522 -0.0986 3.2556

***

(4)
97
Properties=species:S:1:pos:R:3 method="wB97M-V/def2-TZVPD" max_force_ev_per_a=1.140 total_energy_ev=-112492.3934 lumo_ev=-1.855 total_charge=0
W 0.7610 0.0686 0.4027
N 5.2623 -0.1829 0.6323
C 3.9372 -0.3877 0.5830
S 2.9076 0.6840 1.4630
N 3.4944 -1.4167 -0.0905
N 2.1297 -1.5081 -0.0301
C 1.6840 -2.6982 -0.3091
C 0.2875 -2.8795 -0.2661
C -0.2755 -4.1522 -0.4548
C -1.6146 -4.3386 -0.2635
C -2.3678 -3.2296 0.1333
C -1.7696 -2.0050 0.2557
N -0.4460 -1.7657 0.0280
H 5.6297 0.6518 1.0508
H 5.8663 -0.7656 0.0787
H 2.3885 -3.4896 -0.5223
H 0.3822 -4.9637 -0.7336
H -2.0718 -5.3087 -0.3991
H -3.4230 -3.3119 0.3506
H -2.3773 -1.1746 0.5543
S 0.5647 2.5118 0.7505
C 1.7471 3.2679 -0.2651
C 2.0465 4.6300 -0.1560
C 2.9702 5.1965 -1.0085
C 3.6103 4.4232 -1.9817
C 3.3108 3.0832 -2.1026
C 2.3664 2.5045 -1.2481
S 1.9083 0.8387 -1.4523
H 1.5526 5.2266 0.6000
H 3.2066 6.2484 -0.9160
H 4.3402 4.8759 -2.6393
H 3.7958 2.4703 -2.8526
C -2.6680 0.0330 -5.6475
C -2.0910 -0.6814 -4.4154
C -3.2141 -1.1210 -3.4758
P -0.6751 0.0757 -3.4449
C 0.7619 -0.5664 -4.4466
C 0.6711 -0.5291 -5.9741
C 1.0472 -2.0035 -3.9873
C -0.6840 1.9381 -3.6636
C 0.1208 2.5344 -4.8176
C -2.0755 2.5653 -3.5930
H -2.9638 -0.6953 -6.4062
H -1.9672 0.7240 -6.1142
H -3.5671 0.5941 -5.3877
H -1.6172 -1.6038 -4.7696
H -3.7311 -0.2661 -3.0332
H -2.8355 -1.7422 -2.6613
H -3.9666 -1.7011 -4.0168
H 1.6148 0.0420 -4.1357
H -0.2795 -0.9136 -6.3437
H 1.4527 -1.1683 -6.3935
H 0.8168 0.4686 -6.3821
H 0.4002 -2.7177 -4.5033
H 0.8959 -2.1274 -2.9135
H 2.0802 -2.2759 -4.2128
H -0.1739 2.2513 -2.7432
H -0.3631 2.3720 -5.7826
H 1.1314 2.1303 -4.8667
H 0.2122 3.6137 -4.6721
H -2.7461 2.2135 -4.3732
H -1.9875 3.6483 -3.7061
H -2.5363 2.4006 -2.6177
N -4.4767 1.4977 -1.0192
C -3.5908 1.3776 0.0045
C -2.2772 0.9191 -0.2016
N -1.4321 0.8023 0.8184
C -1.8672 1.1341 2.0412
C -3.1761 1.5403 2.2234
N -4.0387 1.6609 1.2272
H -4.1528 1.5453 -1.9680
H -5.3537 1.9395 -0.8009
H -1.9127 0.6242 -1.1819
H -1.1855 1.0895 2.8698
H -3.5328 1.7680 3.2201
O 1.7081 -0.0173 11.1173
S 1.2193 0.5183 9.8698
O 2.1864 1.2571 9.0832
O -0.1092 1.1058 9.9135
C 0.8824 -0.9452 8.8364
N 0.6079 -2.1195 9.4039
C 0.2824 -3.1152 8.5962
C 0.2165 -2.9855 7.2144
C 0.5311 -1.7259 6.7269
N 0.8558 -0.7225 7.5263
C 0.5377 -1.3755 5.2808
C 0.3156 -2.2907 4.2603
C 0.3542 -1.8698 2.9459
N 0.5784 -0.5996 2.5834
C 0.8195 0.2800 3.5797
C 0.8058 -0.0569 4.9096
H 0.0610 -4.0679 9.0675
H -0.0678 -3.8183 6.5882
H 0.1134 -3.3326 4.4629
H 0.2089 -2.5910 2.1570
H 1.0170 1.3001 3.2750
H 1.0048 0.6787 5.6779

***

(5)
91
Properties=species:S:1:pos:R:3 method="wB97M-V/def2-TZVPD" max_force_ev_per_a=2.220 total_energy_ev=-75799.1991 lumo_ev=-11.765 total_charge=+2
C 1.6923 -4.0674 -2.1699
C 0.3402 -4.4606 -1.5649
O 0.4035 -5.1485 -0.2972
P 0.8267 -4.2782 0.9863
O 0.7215 -5.1675 2.1572
C -0.2692 -2.8614 1.3233
C 0.0403 -1.5699 0.4962
C -0.8828 -0.4718 0.9782
C -2.1503 -0.4091 0.3697
C -3.0819 0.5554 0.7264
C -2.7281 1.4519 1.6918
C -1.4704 1.4164 2.3070
C -1.2250 2.5080 3.3282
C -0.5104 3.7657 2.7503
C -0.5216 0.4656 1.9725
C 0.8857 0.3615 2.5479
F 1.1861 -0.9148 2.9258
F 1.1085 1.1302 3.6407
C 1.9452 0.7753 1.4623
C 2.5718 2.1594 1.7017
Si 3.6497 2.7124 0.2217
C 4.5636 4.3199 0.6052
C 2.4742 3.1072 -1.2074
C 4.8074 1.2659 -0.1443
C 4.8335 0.6783 -1.4156
C 5.6616 -0.3941 -1.6142
C 6.4373 -0.8666 -0.5528
C 6.4358 -0.2780 0.7034
C 5.6148 0.7919 0.9186
C -4.4129 0.5859 0.0052
O -5.4584 0.8320 0.5872
C -4.3215 0.2909 -1.4596
C -5.0875 0.9434 -2.4016
B -6.1569 2.0350 -1.9931
O -5.7389 3.3588 -1.8781
C -7.6773 1.6386 -1.7212
C -8.1765 2.3677 -0.4780
C -4.8700 0.6079 -3.7324
C -3.9357 -0.3277 -4.1057
C -3.1862 -0.9889 -3.1482
C -3.3909 -0.6630 -1.8297
C -2.5936 -1.3442 -0.7400
O -2.3857 -2.5409 -0.7718
O 2.3620 -3.7733 0.8954
C 3.2477 -4.9211 1.0297
C 4.5010 -4.7368 0.1684
H 1.4841 -3.7224 -3.1927
H 2.0984 -3.1901 -1.6532
H 2.4058 -4.8891 -2.2316
H -0.1239 -5.1697 -2.2579
H -0.3129 -3.5812 -1.5563
H -1.2943 -3.2233 1.2126
H -0.1367 -2.6448 2.3861
H 1.0952 -1.3469 0.6486
H -0.1142 -1.6993 -0.5766
H -3.4265 2.2327 1.9804
H -0.7483 2.1509 4.2396
H -2.2111 2.8630 3.6548
H -1.0680 4.6700 3.0123
H 0.4852 3.8935 3.1838
H -0.4216 3.7376 1.6592
H 2.7708 0.0542 1.5141
H 1.5255 0.6973 0.4545
H 3.1819 2.1584 2.6117
H 1.8200 2.9464 1.8179
H 3.9247 5.0087 1.1721
H 5.4788 4.1708 1.1898
H 4.8588 4.8284 -0.3206
H 1.9016 3.9933 -0.9056
H 1.7564 2.2896 -1.3529
H 2.9978 3.3153 -2.1452
H 4.1912 1.0852 -2.1894
H 5.6615 -0.8669 -2.5910
H 7.0569 -1.7361 -0.7570
H 7.0468 -0.6777 1.5062
H 5.5576 1.2970 1.8792
H -4.9090 3.3366 -1.3790
H -7.7595 0.5556 -1.5775
H -8.3211 1.8791 -2.5792
H -7.7336 3.4449 -0.4149
H -7.8825 1.8082 0.4195
H -9.2618 2.4785 -0.4202
H -5.4270 1.1151 -4.5164
H -3.7602 -0.5874 -5.1450
H -2.4429 -1.7438 -3.3839
H 3.5566 -5.0656 2.0670
H 2.7728 -5.8461 0.6872
H 4.9392 -3.7389 0.2683
H 4.2636 -4.9754 -0.8732
H 5.2645 -5.4678 0.4583
Pt -6.8197 4.2207 0.7216